[1]
This record from OMol25 describes a structure of composition C23H28IN3O6PTi at a distorted geometry. The level of theory is ωB97M-V with the def2-TZVPD basis set.

XYZ file:
```
63
Properties=species:S:1:pos:R:3:forces:R:3
Ti 9.434 9.819 10.506 3.1 3.8 -1.9
C 11.543 8.845 6.403 0.3 -0.3 0.4
C 12.405 8.798 7.660 -1.6 1.4 0.8
N 13.622 8.345 7.474 -0.6 -0.4 1.2
C 14.371 8.061 8.556 0.3 0.3 0.5
C 13.956 8.196 9.874 -0.7 -0.1 0.1
C 14.870 7.800 11.001 0.9 -0.6 -0.2
O 14.231 6.823 11.816 -0.4 -0.1 0.0
C 12.642 8.739 10.144 0.8 0.0 -2.4
C 12.131 8.856 11.448 -0.7 0.9 -0.4
N 10.997 9.499 11.733 0.9 -1.5 -0.5
C 10.567 9.629 13.058 0.1 1.0 0.8
C 10.991 8.789 14.098 -0.2 -0.1 -0.8
C 10.688 9.114 15.408 -0.4 -0.1 0.7
C 9.887 10.230 15.670 -0.1 0.1 -0.7
C 9.403 11.039 14.602 -0.3 -0.2 2.3
C 9.791 10.788 13.315 0.9 -0.5 0.6
I 9.709 12.448 12.011 -0.1 -0.8 -0.4
C 11.916 9.215 9.004 1.6 -0.6 -0.3
O 10.922 10.093 9.232 -2.5 -1.8 0.2
H 12.035 9.488 5.677 0.0 -0.1 -0.2
H 10.500 9.165 6.498 0.2 0.0 0.3
H 11.557 7.806 6.024 -0.1 0.6 -0.1
H 15.368 7.699 8.330 0.0 0.0 0.1
H 15.154 8.646 11.628 0.0 0.3 -0.1
H 15.807 7.409 10.555 -0.5 0.1 0.3
H 14.876 6.336 12.344 0.1 0.1 -0.1
H 12.741 8.355 12.189 -0.1 0.3 0.6
H 11.564 7.896 13.820 -0.2 0.3 0.4
H 11.019 8.474 16.250 -0.1 0.5 -0.7
H 9.673 10.491 16.709 -0.2 0.0 -0.4
H 8.733 11.861 14.878 0.5 -0.1 -0.3
O 7.716 9.861 11.561 -1.7 0.6 1.7
C 7.032 8.618 11.997 0.5 0.3 0.8
C 7.633 7.570 11.131 1.0 -0.6 -1.3
C 7.357 6.197 11.090 -0.5 1.0 0.5
C 7.938 5.406 10.101 0.2 0.2 0.4
C 8.702 6.038 9.148 1.3 0.1 -0.9
C 9.063 7.367 9.253 -0.5 -0.6 -0.2
N 8.577 8.118 10.258 -1.4 -2.1 0.2
H 7.443 10.646 12.127 0.3 -1.2 -0.9
H 5.951 8.725 11.909 0.0 0.0 -0.3
H 7.256 8.443 13.061 0.1 0.2 -0.3
H 6.658 5.758 11.808 0.3 0.2 -0.2
H 7.848 4.322 10.100 -0.3 0.2 -0.1
H 9.174 5.519 8.327 -0.2 -0.4 0.0
H 9.693 7.830 8.488 0.0 0.0 0.4
C 6.316 9.933 7.656 -2.0 0.2 -0.5
O 7.638 10.405 7.833 0.7 -0.1 0.9
P 8.066 11.478 8.936 -0.8 0.7 -1.2
O 6.753 11.994 9.660 1.1 -0.1 -0.2
C 6.171 13.366 9.658 -0.4 -0.7 0.0
O 8.530 12.667 7.975 0.4 -0.8 1.3
C 9.840 12.483 7.316 -0.2 0.4 -0.3
H 6.181 9.687 6.592 0.2 -0.1 0.5
H 5.548 10.706 7.909 0.8 -0.5 -0.2
H 6.127 9.065 8.291 0.1 -0.1 -0.2
H 5.095 13.151 9.617 0.4 0.5 0.1
H 6.505 13.921 8.781 0.0 -0.1 0.2
H 6.462 13.816 10.611 -0.1 0.1 -0.3
H 10.466 13.249 7.753 0.3 0.1 -0.2
H 9.700 12.641 6.237 0.0 0.0 0.5
H 10.263 11.496 7.514 -0.2 0.1 -0.1
```
Positions in Å, forces in eV/Å.

- E: -81539.9200 eV
- Total charge: +3
- Frontier orbital gap (spin up / spin down): 0.206 / 0.206 hartree



[2]
This record from OMol25 describes a structure of composition C23H28IrN4O3S at a distorted geometry. The level of theory is ωB97M-V with the def2-TZVPD basis set.

XYZ file:
```
60
Properties=species:S:1:pos:R:3:forces:R:3
Ir 1.077 -1.148 -0.832 -1.8 0.6 1.1
C 1.925 -4.312 -0.705 -0.3 -0.3 0.8
C 1.272 -3.921 0.615 0.1 -0.2 -0.1
N 0.173 -2.986 0.325 0.2 0.1 -0.7
C -0.579 -2.549 1.502 -0.2 0.2 0.3
C 0.048 -1.343 2.155 -0.1 0.0 0.3
C -0.275 -0.968 3.450 0.2 0.0 -0.2
C 0.299 0.181 3.972 0.0 -0.1 -0.2
C 1.198 0.902 3.202 0.1 -0.1 -0.3
C 1.487 0.464 1.916 -0.1 0.0 0.4
C 2.471 1.210 1.041 -0.1 0.2 0.5
N 2.795 0.481 -0.189 0.3 -0.6 -0.8
C 4.008 -0.315 -0.168 -0.4 2.2 1.3
C 3.778 -2.718 -0.992 -0.9 -2.3 -0.3
N 2.432 -3.106 -1.380 0.4 0.8 -0.4
N 0.900 -0.626 1.418 0.2 -0.1 -0.7
H 1.169 -4.775 -1.341 0.1 0.0 -0.2
H 2.714 -5.050 -0.544 0.0 0.0 0.0
H 1.982 -3.422 1.279 0.0 0.0 0.1
H 0.906 -4.824 1.116 0.1 0.1 0.0
H -0.458 -3.445 -0.330 -0.1 0.0 0.2
H -0.664 -3.361 2.232 0.0 0.1 -0.1
H -1.595 -2.275 1.203 0.1 -0.1 -0.1
H -0.950 -1.568 4.038 -0.1 -0.1 0.1
H 0.054 0.500 4.973 0.0 0.1 0.1
H 1.675 1.782 3.599 0.1 0.2 0.0
H 3.378 1.428 1.618 -0.1 0.0 -0.1
H 2.037 2.178 0.776 0.1 -0.1 -0.1
H 2.832 1.111 -0.991 0.0 0.1 0.2
H 4.122 -0.836 0.788 -0.1 -0.1 -0.4
H 4.917 0.247 -0.433 -0.2 -0.4 0.0
H 3.954 -2.913 0.070 0.0 0.4 -0.2
H 4.573 -3.162 -1.613 -0.2 0.4 0.2
H 2.415 -3.251 -2.390 0.0 0.0 0.1
O 3.782 -1.278 -1.247 2.3 0.2 -1.1
O 4.513 -0.964 -2.350 -0.4 0.0 0.1
O -0.391 0.513 -1.224 1.5 -2.2 -1.1
S -0.987 1.628 -0.395 -1.7 1.5 1.0
C -2.673 1.058 0.002 0.9 0.0 -0.1
C -3.215 1.399 1.230 0.0 0.1 0.1
C -4.510 0.993 1.525 0.1 -0.1 -0.1
C -5.216 0.231 0.607 -0.2 0.0 0.2
C -4.651 -0.109 -0.612 0.2 -0.1 -0.2
C -3.362 0.296 -0.924 -0.2 0.1 0.0
C -1.326 2.959 -1.568 0.4 0.0 0.3
C -1.412 2.722 -2.931 -0.3 -0.1 0.2
C -1.669 3.791 -3.772 0.0 0.2 0.0
C -1.760 5.086 -3.264 0.0 -0.2 0.1
C -1.682 5.310 -1.892 0.2 -0.1 -0.4
C -1.449 4.246 -1.041 0.0 -0.4 0.1
H -2.662 1.986 1.946 0.1 0.1 0.1
H -4.957 1.270 2.468 0.0 0.0 0.1
H -6.216 -0.103 0.843 -0.1 0.0 0.0
H -5.210 -0.677 -1.341 -0.1 -0.1 0.0
H -2.917 0.045 -1.874 0.0 0.0 -0.2
H -1.309 1.722 -3.320 0.0 -0.1 -0.1
H -1.814 3.612 -4.828 0.2 0.0 -0.1
H -1.864 5.923 -3.941 -0.2 0.0 0.0
H -1.763 6.313 -1.501 0.0 0.0 0.1
H -1.348 4.420 0.019 0.0 0.0 0.2
```
Positions in Å, forces in eV/Å.

- E: -50047.3788 eV
- Total charge: +3
- 2S+1: 5
- Frontier orbital gap (spin up / spin down): 0.271 / 0.113 hartree



[3]
This record from OMol25 describes the molecule C23H28N2O4. The level of theory is ωB97M-V with the def2-TZVPD basis set.

XYZ file:
```
57
Properties=species:S:1:pos:R:3:forces:R:3
C -0.281 -1.035 -3.811 -0.2 0.0 0.1
C -1.554 -1.034 -2.952 -0.1 0.0 -0.2
C -2.199 0.358 -3.000 0.1 -0.2 0.0
C -2.540 -2.046 -3.542 0.2 0.2 0.1
C -1.171 -1.359 -1.518 0.0 -0.1 0.1
C -0.311 -0.502 -0.836 0.0 -0.1 0.0
C 0.075 -0.757 0.464 0.0 -0.1 0.0
C -0.368 -1.894 1.123 0.1 -0.1 0.0
C 0.083 -2.184 2.532 -0.3 -0.3 -0.1
O 1.391 -1.664 2.781 -0.2 0.4 0.4
C 2.402 -2.260 2.166 0.7 -0.1 -0.1
O 2.330 -3.272 1.521 -0.1 -0.1 0.0
C 3.679 -1.428 2.310 -0.2 -0.1 0.1
N 3.699 -0.472 1.221 0.1 -0.3 -0.1
C 3.259 0.794 1.387 0.1 0.1 -0.6
O 2.999 1.280 2.467 -0.1 0.1 0.3
C 3.151 1.618 0.103 0.0 0.1 0.0
N 2.219 2.691 0.348 0.4 0.0 0.3
C 1.124 2.881 -0.423 0.1 0.5 0.1
O 1.003 2.390 -1.527 -0.2 -0.1 -0.4
C 0.045 3.726 0.240 0.0 -0.3 -0.2
C -0.805 2.746 1.009 -0.2 0.1 0.1
C -1.903 2.151 0.402 0.0 0.1 0.0
C -2.640 1.189 1.068 -0.1 0.0 0.0
C -2.288 0.810 2.352 -0.1 0.0 0.0
C -1.199 1.403 2.967 0.0 -0.1 0.1
C -0.460 2.363 2.300 0.0 0.0 0.0
C -1.223 -2.755 0.455 0.1 0.1 0.2
C -1.624 -2.485 -0.842 -0.1 0.0 -0.1
H 0.218 -2.000 -3.747 0.1 -0.1 0.0
H -0.533 -0.844 -4.852 0.0 0.0 -0.1
H 0.410 -0.265 -3.481 0.1 0.1 0.0
H -2.524 0.584 -4.013 0.0 0.1 -0.1
H -3.064 0.395 -2.341 -0.1 0.0 0.1
H -1.493 1.124 -2.692 0.1 0.2 0.1
H -2.788 -1.758 -4.562 0.0 0.0 -0.1
H -3.463 -2.073 -2.967 -0.1 -0.1 0.1
H -2.108 -3.043 -3.571 0.0 -0.1 0.0
H 0.063 0.385 -1.322 0.0 0.1 -0.1
H 0.725 -0.063 0.978 0.0 0.1 0.1
H 0.078 -3.264 2.717 0.0 0.2 0.0
H -0.558 -1.680 3.260 0.1 -0.1 0.0
H 4.557 -2.074 2.255 -0.2 0.0 0.0
H 3.656 -0.862 3.243 0.1 -0.1 -0.1
H 3.781 -0.851 0.290 -0.1 0.1 0.0
H 4.143 2.016 -0.146 -0.1 -0.2 0.0
H 2.785 1.025 -0.739 0.1 0.0 0.1
H 2.202 2.985 1.317 -0.1 0.0 -0.1
H 0.490 4.470 0.899 0.0 0.0 0.0
H -0.544 4.218 -0.534 0.1 0.0 0.0
H -2.177 2.440 -0.601 0.0 0.0 -0.1
H -3.488 0.729 0.583 -0.1 -0.1 -0.1
H -2.863 0.056 2.870 -0.1 -0.1 0.0
H -0.916 1.116 3.970 0.0 0.0 0.1
H 0.391 2.811 2.793 0.1 0.1 0.0
H -1.578 -3.648 0.949 0.0 -0.1 0.0
H -2.292 -3.182 -1.321 -0.1 -0.1 -0.1
```
Positions in Å, forces in eV/Å.

- E: -35477.7951 eV
- Frontier orbital gap: 0.347 hartree
- Structure (SMILES): CC(C)(C)c1ccc(COC(=O)CNC(=O)CNC(=O)Cc2ccccc2)cc1



[4]
This record from OMol25 describes a structure of composition C23H28N5O2PdSTe at a distorted geometry. The level of theory is ωB97M-V with the def2-TZVPD basis set.

XYZ file:
```
61
Properties=species:S:1:pos:R:3:forces:R:3
Pd 0.730 -0.368 -0.465 0.4 -3.1 -1.4
O 2.337 -6.800 -2.885 -0.9 -1.4 -0.3
C 3.212 -5.969 -2.796 -0.9 2.1 0.9
O 4.395 -5.858 -3.019 1.6 -0.2 -0.4
C 2.610 -4.573 -2.160 0.6 -1.1 -0.5
C 3.457 -3.508 -1.938 -0.6 0.8 0.6
C 2.934 -2.360 -1.334 0.6 -0.4 -0.3
N 1.657 -2.309 -0.950 -0.7 1.8 0.0
C 0.817 -3.309 -1.231 -0.2 -0.9 -0.3
C 1.268 -4.475 -1.856 -0.2 1.1 0.6
C -0.608 -3.063 -0.954 -0.1 -0.3 0.0
C -1.530 -4.104 -0.836 0.1 0.2 -0.1
C -2.873 -3.809 -0.683 0.1 0.2 0.0
C -3.264 -2.477 -0.667 0.2 -0.1 -0.1
C -2.287 -1.501 -0.772 -0.6 0.3 0.0
N -0.995 -1.776 -0.895 0.8 0.5 0.7
C 3.702 -1.113 -1.181 0.2 0.1 0.0
C 5.094 -1.092 -1.251 -0.2 0.1 0.0
C 5.763 0.114 -1.150 -0.2 0.0 0.0
C 5.018 1.276 -1.026 -0.1 -0.1 -0.1
C 3.636 1.176 -1.005 0.3 0.5 -0.1
N 2.986 0.020 -1.047 -0.7 -0.1 0.6
H 4.481 -3.590 -2.266 0.1 -0.1 0.0
H 0.612 -5.284 -2.136 0.0 -0.2 0.0
H -1.189 -5.126 -0.868 0.1 -0.1 0.0
H -3.602 -4.599 -0.595 0.0 -0.1 0.0
H -4.301 -2.198 -0.586 -0.1 0.1 0.0
H -2.548 -0.451 -0.774 0.0 -0.1 0.0
H 5.643 -2.010 -1.382 0.0 -0.1 0.0
H 6.843 0.144 -1.183 0.0 0.0 0.0
H 5.497 2.240 -0.960 0.0 0.1 -0.1
H 3.017 2.064 -0.985 0.1 0.0 0.0
C 3.037 3.969 1.142 -0.3 -0.2 -0.1
Te 1.544 2.401 1.299 0.5 1.3 0.8
C 0.310 3.688 2.541 0.2 -0.2 -0.3
H 2.680 4.709 0.432 0.0 0.0 -0.1
H 3.985 3.571 0.803 0.1 -0.2 0.0
H 3.172 4.442 2.105 0.0 -0.1 0.2
H 0.961 4.341 3.111 0.2 -0.1 0.1
H -0.290 3.088 3.215 0.0 -0.2 0.0
H -0.343 4.301 1.929 0.0 0.0 -0.2
C -4.874 1.060 1.931 -0.4 0.1 0.1
N -3.433 0.941 1.809 0.1 0.3 -0.2
C -2.873 -0.160 2.564 0.3 -0.3 0.3
C -2.664 1.711 1.031 -0.2 -0.4 -0.1
S -1.048 1.223 0.670 0.3 0.6 -0.2
N -3.086 2.893 0.553 0.1 -0.4 0.1
C -4.002 3.793 1.236 -0.3 0.1 0.2
C -2.373 3.541 -0.529 0.3 0.1 -0.5
H -5.301 0.057 1.958 0.1 0.0 -0.1
H -5.300 1.589 1.083 0.0 0.0 0.0
H -5.157 1.560 2.860 0.0 0.0 -0.1
H -3.212 -0.088 3.599 0.0 0.0 0.0
H -1.785 -0.117 2.536 -0.2 0.0 0.1
H -3.194 -1.118 2.148 0.0 0.0 0.0
H -4.119 3.519 2.279 -0.1 -0.1 0.0
H -4.978 3.826 0.745 0.1 0.0 0.1
H -3.577 4.798 1.212 0.0 -0.1 0.0
H -1.879 2.808 -1.165 -0.1 0.2 0.1
H -1.617 4.229 -0.138 0.0 0.0 0.0
H -3.094 4.106 -1.121 0.0 0.0 0.0
```
Positions in Å, forces in eV/Å.

- E: -57450.1607 eV
- Total charge: +1
- Frontier orbital gap (spin up / spin down): 0.174 / 0.122 hartree



[5]
This record from OMol25 describes the molecule C23H28O8. The level of theory is ωB97M-V with the def2-TZVPD basis set.

XYZ file:
```
59
Properties=species:S:1:pos:R:3:forces:R:3
C 4.688 -0.138 2.113 0.0 0.4 0.2
O 3.962 -1.310 1.760 0.2 -0.3 -0.2
C 2.725 -1.406 2.234 -0.3 -0.3 0.2
O 2.240 -0.644 3.033 0.1 0.1 0.1
C 1.995 -2.578 1.611 0.1 0.3 0.0
C 1.421 -2.077 0.306 -0.1 -0.1 -0.2
C 2.181 -2.235 -0.845 0.0 0.0 -0.1
C 1.752 -1.802 -2.090 0.0 0.0 -0.2
O 2.519 -1.901 -3.227 -0.5 0.2 0.2
C 3.833 -2.382 -3.106 0.2 -0.1 0.0
C 0.473 -1.228 -2.187 -0.1 0.0 0.1
O -0.139 -0.772 -3.324 0.1 0.1 0.4
C 0.296 -1.207 -4.592 0.0 -0.1 -0.5
C -0.262 -1.042 -1.024 0.2 -0.1 -0.2
C 0.195 -1.421 0.229 0.1 -0.2 -0.1
C -0.652 -1.150 1.450 0.0 0.0 0.0
C -1.513 0.073 1.294 -0.1 0.1 0.2
C -2.881 -0.074 1.107 0.0 0.0 0.0
C -3.742 1.002 0.944 -0.2 0.1 -0.1
O -5.099 0.854 0.760 0.4 0.3 0.1
C -5.637 -0.442 0.724 -0.1 -0.2 0.0
C -3.200 2.298 0.972 0.1 0.0 0.0
O -3.860 3.486 0.840 0.3 -0.2 0.1
C -5.251 3.533 0.624 -0.5 0.2 -0.1
C -1.829 2.435 1.163 -0.3 -0.2 0.0
C -0.975 1.357 1.323 -0.2 0.0 0.1
C 0.496 1.604 1.505 0.0 -0.1 -0.1
C 1.273 1.489 0.209 0.3 0.0 0.3
O 2.392 1.047 0.121 0.1 0.0 0.0
O 0.586 1.994 -0.811 -0.3 0.2 0.0
C 1.192 2.000 -2.096 0.3 -0.1 -0.3
H 5.723 -0.324 1.841 0.0 0.0 0.0
H 4.285 0.709 1.555 0.1 -0.1 0.1
H 4.597 0.055 3.184 0.1 0.0 -0.1
H 2.706 -3.381 1.420 -0.1 0.0 0.0
H 1.213 -2.924 2.284 0.1 0.0 0.0
H 3.151 -2.696 -0.746 0.1 -0.1 0.0
H 4.420 -1.779 -2.406 0.0 0.0 0.0
H 3.854 -3.431 -2.790 0.0 0.0 0.0
H 4.264 -2.301 -4.103 0.0 0.0 0.1
H 1.249 -0.754 -4.873 -0.1 -0.1 0.0
H -0.480 -0.883 -5.287 0.0 0.0 0.0
H 0.388 -2.294 -4.635 0.0 0.0 0.0
H -1.220 -0.556 -1.124 -0.1 0.1 0.0
H -1.290 -2.021 1.633 0.0 0.0 0.1
H -0.006 -1.023 2.319 0.0 -0.1 0.0
H -3.280 -1.076 1.086 -0.1 -0.1 0.0
H -5.223 -1.032 -0.101 0.0 0.0 0.0
H -6.706 -0.307 0.565 0.1 -0.1 0.0
H -5.479 -0.974 1.668 0.0 0.0 0.0
H -5.806 3.094 1.456 0.0 0.0 -0.1
H -5.490 4.594 0.548 0.0 -0.1 0.0
H -5.535 3.029 -0.303 0.0 0.1 0.1
H -1.444 3.442 1.178 0.1 0.2 0.0
H 0.946 0.923 2.228 0.0 0.1 -0.1
H 0.649 2.625 1.863 0.0 0.0 0.0
H 1.450 3.027 -2.359 0.0 -0.1 0.0
H 2.092 1.382 -2.086 -0.1 0.1 -0.1
H 0.466 1.602 -2.803 0.0 0.0 0.1
```
Positions in Å, forces in eV/Å.

- E: -40684.3356 eV
- Frontier orbital gap: 0.311 hartree
- Structure (SMILES): COC(=O)Cc1cc(OC)c(OC)cc1Cc1cc(OC)c(OC)cc1CC(=O)OC



[6]
This record from OMol25 describes a structure of composition C23H29As2BCoF5O5. The level of theory is ωB97M-V with the def2-TZVPD basis set.

XYZ file:
```
66
Properties=species:S:1:pos:R:3:forces:R:3
Co 1.714 0.890 0.351 -0.3 -0.2 0.1
C 0.617 4.128 0.490 -0.1 0.1 0.2
As -0.090 2.408 -0.055 0.4 -0.3 0.1
C -1.634 2.298 1.104 -0.1 0.0 0.0
C -0.907 2.887 -1.759 0.0 -0.1 -0.1
C -0.818 4.224 -2.144 0.1 0.1 0.0
C -1.460 4.679 -3.285 0.0 0.0 0.0
C -2.201 3.796 -4.052 0.0 0.0 0.0
C -2.276 2.463 -3.683 0.0 0.0 0.0
C -1.629 1.980 -2.546 0.0 0.1 0.0
As -1.692 0.059 -2.107 0.1 0.0 0.0
C -3.496 -0.321 -2.781 0.0 -0.1 0.0
C -0.724 -0.534 -3.706 0.0 0.1 0.0
H -0.176 4.877 0.508 0.1 0.0 0.0
H 1.415 4.435 -0.184 0.0 0.0 0.1
H 1.013 4.003 1.494 0.0 0.0 0.0
H -2.245 3.189 0.964 0.0 0.0 0.0
H -1.284 2.235 2.134 0.0 0.0 0.0
H -2.194 1.399 0.866 0.0 0.0 0.0
H -0.242 4.930 -1.558 -0.1 -0.1 -0.1
H -1.381 5.720 -3.566 0.0 0.0 0.0
H -2.713 4.141 -4.941 0.0 0.0 0.0
H -2.849 1.782 -4.302 0.0 0.0 0.0
H -4.231 0.271 -2.236 0.0 0.0 0.0
H -3.692 -1.377 -2.594 0.0 0.0 0.0
H -3.594 -0.135 -3.850 0.0 0.0 0.0
H -1.105 -0.010 -4.584 0.0 0.0 0.0
H -0.853 -1.607 -3.831 0.0 0.0 0.0
H 0.335 -0.323 -3.571 0.0 0.0 0.0
F 4.547 -4.840 -0.422 0.0 0.0 0.0
C 3.788 -3.749 -0.576 0.1 -0.1 0.0
C 2.775 -3.724 -1.518 -0.1 -0.1 -0.1
F 2.550 -4.810 -2.265 0.0 0.1 0.1
C 1.988 -2.599 -1.698 -0.1 -0.2 -0.2
F 0.993 -2.649 -2.601 0.2 0.0 0.1
C 2.186 -1.442 -0.947 0.0 0.2 0.1
O 1.446 -0.358 -1.057 0.0 0.0 0.0
C 3.221 -1.521 -0.012 -0.1 0.3 0.1
F 3.387 -0.401 0.763 0.0 0.0 -0.1
C 4.010 -2.625 0.198 0.1 0.0 0.1
F 4.969 -2.621 1.125 0.0 0.0 0.0
C 0.067 -1.005 4.352 0.0 0.0 0.0
C 0.262 -1.787 3.060 -0.1 0.1 -0.1
C 0.781 -3.179 3.351 0.0 0.0 0.0
O 1.266 -1.071 2.285 -0.1 -0.1 0.0
B 0.595 -0.265 1.404 0.1 0.0 0.0
O -0.749 -0.489 1.382 -0.1 0.0 0.1
C -0.983 -1.725 2.116 0.1 0.0 0.0
C -1.003 -2.840 1.081 0.0 0.0 0.0
C -2.322 -1.628 2.818 0.0 0.0 0.0
H 1.027 -0.924 4.860 0.0 0.0 0.0
H -0.639 -1.504 5.017 0.0 0.0 0.0
H -0.294 0.003 4.147 0.0 0.0 0.0
H 1.654 -3.111 4.000 0.0 0.0 0.0
H 1.074 -3.693 2.438 0.0 0.0 0.0
H 0.019 -3.771 3.862 0.0 0.0 0.0
H -0.041 -2.917 0.573 0.0 0.0 0.0
H -1.763 -2.612 0.333 0.0 0.0 0.0
H -1.237 -3.802 1.537 0.0 0.0 0.0
H -2.379 -0.745 3.450 0.0 0.0 0.0
H -2.496 -2.512 3.434 0.0 0.0 0.0
H -3.118 -1.570 2.074 0.0 0.0 0.0
O 2.267 1.974 1.844 0.0 0.0 0.1
C 3.236 2.522 1.217 0.0 0.1 0.1
O 3.395 2.333 0.006 0.1 0.1 -0.3
H 3.912 3.171 1.789 0.0 0.0 0.0
```
Positions in Å, forces in eV/Å.

- E: -208128.0109 eV
- Frontier orbital gap (spin up / spin down): 0.304 / 0.303 hartree



Question: The lowest E belongs to which entry?
Answer: C23H29As2BCoF5O5